[1]
# C25H19ClN2O2

A single C25H19ClN2O2 molecule (ωB97M-V/def2-TZVPD, the Open Molecules 2025 dataset).

Output
SMILES string	Cc1ccc2nc(C)cc(OC(=O)c3ccccc3/N=C/c3ccc(Cl)cc3)c2c1
energy above the lowest of the compared OMol25 structures with the same formula, charge and spin	0.441	eV
E_tot	-1684.24508	hartree
Kohn-Sham gap	7.6294	eV

Positions of all 49 atoms, in Å:
C (5.609, -1.978, -0.718)
C (4.581, -0.893, -0.470)
C (4.905, 0.183, 0.387)
C (3.967, 1.182, 0.654)
C (2.727, 1.146, 0.064)
N (1.902, 2.155, 0.351)
C (0.666, 2.154, -0.194)
C (-0.278, 3.216, 0.225)
C (0.284, 1.144, -1.080)
C (1.107, 0.046, -1.324)
O (0.536, -0.988, -2.082)
C (0.212, -2.161, -1.437)
O (0.080, -3.257, -1.998)
C (0.052, -2.230, 0.039)
C (1.010, -3.000, 0.742)
C (0.956, -3.088, 2.140)
C (-0.073, -2.449, 2.856)
C (-1.038, -1.731, 2.174)
C (-1.006, -1.604, 0.745)
N (-1.904, -0.762, 0.092)
C (-2.890, -0.097, 0.676)
C (-3.815, 0.773, 0.001)
C (-3.753, 0.922, -1.393)
C (-4.684, 1.744, -2.035)
C (-5.654, 2.458, -1.299)
Cl (-6.849, 3.371, -2.193)
C (-5.689, 2.315, 0.097)
C (-4.784, 1.454, 0.732)
C (2.356, 0.051, -0.785)
C (3.318, -0.940, -1.059)
H (6.073, -2.300, 0.237)
H (5.117, -2.839, -1.133)
H (6.376, -1.659, -1.383)
H (5.894, 0.319, 0.841)
H (4.180, 2.036, 1.278)
H (0.239, 4.184, 0.334)
H (-1.032, 3.305, -0.584)
H (-0.798, 2.970, 1.165)
H (-0.689, 1.189, -1.590)
H (1.850, -3.478, 0.248)
H (1.773, -3.602, 2.659)
H (-0.086, -2.521, 3.939)
H (-1.856, -1.280, 2.732)
H (-3.004, -0.073, 1.741)
H (-3.051, 0.349, -2.006)
H (-4.655, 1.790, -3.138)
H (-6.417, 2.896, 0.659)
H (-4.885, 1.335, 1.811)
H (3.121, -1.756, -1.720)

***

[2]
# C11H18O

2 unconnected molecules or ions with the total composition C11H18O (ωB97M-V/def2-TZVPD, the Open Molecules 2025 dataset).

Output
SMILES string	CCc1ccc(O)cc1.CCC
energy above the lowest of the compared OMol25 structures with the same formula, charge and spin	4.787	eV
E_tot	-505.00474	hartree
Kohn-Sham gap	9.5294	eV

Positions of all 30 atoms, in Å:
C (0.659, 2.646, -0.419)
C (1.660, 1.602, -0.817)
C (1.476, 0.396, 0.013)
C (2.048, 0.374, 1.308)
C (1.741, -0.786, 2.100)
C (0.943, -1.840, 1.615)
O (0.954, -3.107, 2.318)
C (0.425, -1.840, 0.318)
C (0.614, -0.699, -0.412)
H (1.288, 3.467, -0.294)
H (-0.078, 2.421, 0.394)
H (0.071, 2.814, -1.213)
H (1.822, 1.286, -1.939)
H (2.704, 2.117, -0.734)
H (2.638, 1.289, 1.497)
H (2.280, -0.782, 3.070)
H (0.362, -3.087, 2.992)
H (-0.227, -2.704, 0.017)
H (0.007, -0.373, -1.378)
C (-3.567, 1.270, -0.732)
C (-2.219, 0.871, -1.543)
C (-2.835, 0.066, -2.651)
H (-4.125, 1.990, -1.504)
H (-4.263, 0.593, -0.642)
H (-3.425, 1.610, 0.280)
H (-1.532, 0.159, -0.898)
H (-1.877, 1.866, -1.697)
H (-2.949, -0.808, -2.201)
H (-2.201, 0.210, -3.732)
H (-3.802, 0.426, -3.237)

***

[3]
# C4H15NO4S

4 unconnected molecules or ions with the total composition C4H15NO4S (ωB97M-V/def2-TZVPD, the Open Molecules 2025 dataset).

Output
charge	-2
energy above the lowest of the compared OMol25 structures with the same formula, charge and spin	0.000	eV
E_tot	-915.29476	hartree
Kohn-Sham gap	6.1446	eV

Positions of all 25 atoms, in Å:
C (-0.392, 0.398, -1.305)
N (-0.260, -0.063, 0.105)
C (1.041, -0.705, 0.447)
O (1.843, 0.096, 1.251)
C (-1.643, -0.143, -1.964)
C (-1.846, 0.288, -3.433)
S (-0.663, -0.440, -4.615)
H (0.473, 0.148, -1.895)
H (-0.473, 1.491, -1.362)
H (-0.272, 0.813, 0.608)
H (1.585, -1.023, -0.456)
H (0.718, -1.577, 1.069)
H (-2.508, 0.091, -1.339)
H (-1.619, -1.244, -1.947)
H (-1.673, 1.367, -3.462)
H (-2.881, 0.096, -3.675)
H (-1.628, -1.330, 2.463)
H (-1.654, -0.928, 1.017)
O (-2.265, -1.172, 1.756)
H (2.872, -0.414, 2.450)
H (4.018, 0.173, 3.240)
O (3.630, -0.693, 3.060)
H (1.506, 2.299, 2.609)
H (1.133, 0.845, 2.347)
O (0.957, 1.624, 3.030)

***

[4]
# C7H10N4O

2 unconnected molecules or ions with the total composition C7H10N4O (ωB97M-V/def2-TZVPD, the Open Molecules 2025 dataset).

Output
energy above the lowest of the compared OMol25 structures with the same formula, charge and spin	6.261	eV
E_tot	-566.79710	hartree
Kohn-Sham gap (spin up / spin down)	7.1378 / 7.1361	eV

Positions of all 22 atoms, in Å:
C (-1.006, -1.685, -1.727)
C (-2.123, -2.306, -1.185)
C (-0.756, -0.268, -1.565)
C (-2.874, -1.438, -0.320)
C (-1.708, 0.521, -0.897)
C (-1.325, 1.837, -0.482)
C (1.551, -0.327, 1.186)
N (-2.667, -0.150, -0.244)
N (0.474, 3.025, 1.125)
N (0.984, 0.887, 0.488)
N (0.102, 1.690, 1.055)
O (-1.324, 2.972, -0.761)
H (-0.225, -2.402, -2.207)
H (-2.220, -3.300, -1.271)
H (0.187, 0.274, -1.869)
H (-3.664, -1.850, 0.295)
H (2.289, 0.088, 1.978)
H (0.607, -0.722, 1.646)
H (1.856, -1.162, 0.569)
H (0.983, 3.511, 0.286)
H (-0.273, 3.650, 1.358)
H (1.690, 1.496, -0.017)

***

[5]
# C4H10N2O

2 unconnected molecules or ions with the total composition C4H10N2O (ωB97M-V/def2-TZVPD, the Open Molecules 2025 dataset).

Output
SMILES string	C=[N+](C)[O-].C=NC
energy above the lowest of the compared OMol25 structures with the same formula, charge and spin	6.193	eV
E_tot	-342.97387	hartree
Kohn-Sham gap	9.6566	eV

Positions of all 17 atoms, in Å:
C (1.777, 0.959, 0.799)
N (1.598, 0.268, -0.264)
C (2.005, -1.076, -0.213)
O (0.991, 0.658, -1.285)
H (2.388, 0.524, 1.575)
H (1.665, 1.962, 0.876)
H (1.373, -1.565, -1.096)
H (3.025, -0.979, -0.326)
H (1.716, -1.597, 0.634)
C (-1.910, -0.817, -0.328)
N (-1.309, 0.096, 0.222)
C (-1.801, 1.412, 0.299)
H (-3.010, -0.767, -0.593)
H (-1.414, -1.655, -0.625)
H (-1.398, 1.995, 1.156)
H (-1.152, 1.968, -0.447)
H (-2.924, 1.304, -0.047)

***

[6]
# C47H34ClNO14

7 unconnected molecules or ions with the total composition C47H34ClNO14 (ωB97M-V/def2-TZVPD, the Open Molecules 2025 dataset).

Output
SMILES string	C[C@H](Cl)Cc1ccc2c(c1)C(=O)NC2=O.O=C1C=CC(=O)C=C1.O=C1C=CC(=O)C=C1.O=C1C=CC(=O)C=C1.O=C1C=CC(=O)C=C1.O=C1C=CC(=O)C=C1.O=C1C=CC(=O)C=C1
E_tot	-3379.44153	hartree
Kohn-Sham gap	7.2530	eV

Positions of all 97 atoms, in Å:
C (4.518, 0.863, 3.334)
C (3.076, 1.499, 3.544)
Cl (2.571, 1.066, 5.251)
C (2.059, 0.956, 2.453)
C (0.601, 1.301, 2.887)
C (0.235, 2.583, 3.524)
C (-1.143, 2.815, 3.937)
C (-2.127, 1.778, 3.716)
C (-1.773, 0.505, 3.056)
C (-0.412, 0.262, 2.637)
C (-3.071, -0.350, 2.957)
O (-3.341, -1.238, 2.210)
N (-3.923, 0.246, 3.991)
C (-3.641, 1.688, 4.058)
O (-4.409, 2.557, 4.337)
H (5.252, 1.562, 2.867)
H (4.932, 0.603, 4.346)
H (4.372, -0.094, 2.779)
H (3.153, 2.604, 3.381)
H (2.313, 1.355, 1.429)
H (2.205, -0.163, 2.410)
H (1.051, 3.331, 3.665)
H (-1.455, 3.767, 4.455)
H (-0.154, -0.710, 2.162)
H (-3.480, -0.086, 4.861)
O (2.109, -7.022, 3.662)
C (2.207, -5.813, 3.582)
C (1.047, -4.928, 3.838)
C (1.159, -3.604, 3.746)
C (2.441, -2.962, 3.387)
O (2.537, -1.752, 3.305)
C (3.601, -3.846, 3.131)
C (3.493, -5.170, 3.223)
H (0.114, -5.412, 4.101)
H (0.322, -2.940, 3.929)
H (4.532, -3.359, 2.869)
H (4.330, -5.832, 3.040)
O (-0.467, 1.542, -0.531)
C (-1.545, 1.321, -1.049)
C (-2.793, 1.308, -0.252)
C (-3.972, 1.063, -0.821)
C (-4.085, 0.796, -2.273)
O (-5.162, 0.575, -2.791)
C (-2.837, 0.810, -3.069)
C (-1.658, 1.054, -2.501)
H (-2.693, 1.505, 0.807)
H (-4.895, 1.048, -0.254)
H (-2.937, 0.612, -4.129)
H (-0.737, 1.068, -3.069)
O (-0.089, 0.304, -4.687)
C (0.801, -0.522, -4.776)
C (2.223, -0.116, -4.829)
C (3.195, -1.022, -4.928)
C (2.895, -2.470, -4.987)
O (3.781, -3.295, -5.075)
C (1.471, -2.875, -4.934)
C (0.499, -1.970, -4.835)
H (2.425, 0.945, -4.784)
H (4.242, -0.744, -4.969)
H (1.269, -3.938, -4.979)
H (-0.547, -2.247, -4.794)
O (-1.465, -5.902, 3.231)
C (-1.638, -6.343, 2.110)
C (-0.547, -7.022, 1.373)
C (-0.739, -7.501, 0.145)
C (-2.049, -7.377, -0.534)
O (-2.223, -7.816, -1.652)
C (-3.139, -6.699, 0.204)
C (-2.948, -6.219, 1.432)
H (0.404, -7.105, 1.884)
H (0.047, -7.999, -0.409)
H (-4.090, -6.616, -0.307)
H (-3.733, -5.721, 1.987)
O (4.983, 1.730, -11.239)
C (4.579, 1.873, -10.105)
C (4.684, 3.176, -9.408)
C (4.242, 3.331, -8.162)
C (3.624, 2.209, -7.420)
O (3.220, 2.354, -6.282)
C (3.519, 0.905, -8.115)
C (3.961, 0.750, -9.361)
H (5.138, 3.986, -9.966)
H (4.311, 4.275, -7.638)
H (3.065, 0.096, -7.558)
H (3.891, -0.195, -9.886)
O (-6.132, 9.089, 4.191)
C (-5.262, 8.246, 4.109)
C (-3.830, 8.624, 4.053)
C (-2.876, 7.700, 3.961)
C (-3.205, 6.257, 3.912)
O (-2.332, 5.414, 3.830)
C (-4.634, 5.879, 3.968)
C (-5.589, 6.803, 4.060)
H (-3.608, 9.683, 4.090)
H (-1.824, 7.957, 3.918)
H (-4.855, 4.819, 3.931)
H (-6.640, 6.546, 4.103)

***

[7]
# C28H15B4F9O39V

A molecular structure, C28H15B4F9O39V (ωB97M-V/def2-TZVPD, the Open Molecules 2025 dataset).

Output
charge	-3
⟨S²⟩	2.03
E_tot	-5953.66053	hartree
spin multiplicity	3
Kohn-Sham gap (spin up / spin down)	6.1511 / 8.8618	eV

Positions of all 96 atoms, in Å:
O (1.778, 1.681, -0.315)
V (0.400, 1.256, 0.319)
O (-6.015, 2.687, -4.049)
C (-5.786, 2.157, -2.980)
O (-5.212, 2.694, -1.943)
B (-4.935, 1.627, -0.959)
O (-5.700, 0.449, -1.469)
C (-6.107, 0.686, -2.663)
O (-6.806, -0.027, -3.454)
O (-5.236, 1.945, 0.458)
C (-4.131, 2.225, 1.134)
O (-4.106, 2.640, 2.317)
C (-2.946, 1.788, 0.155)
O (-3.490, 1.448, -1.036)
O (-1.736, 1.820, 0.437)
O (0.326, -4.661, 5.819)
C (-0.161, -4.493, 4.684)
O (-0.784, -3.453, 4.211)
B (-1.045, -3.605, 2.729)
O (-0.597, -4.960, 2.454)
C (-0.010, -5.525, 3.555)
O (0.439, -6.655, 3.684)
O (-2.451, -3.309, 2.400)
C (-2.408, -2.172, 1.662)
O (-3.366, -1.535, 1.192)
C (-1.007, -1.717, 1.439)
O (-0.252, -2.642, 1.959)
O (-0.638, -0.689, 0.839)
O (-5.494, -2.215, -4.669)
C (-4.342, -2.162, -4.250)
O (-3.604, -1.081, -4.077)
B (-2.249, -1.558, -3.608)
O (-2.317, -3.012, -3.494)
C (-3.514, -3.444, -3.802)
O (-3.879, -4.652, -3.927)
O (-1.241, -1.135, -4.591)
C (-0.487, -0.217, -4.092)
O (0.416, 0.377, -4.698)
C (-0.835, -0.059, -2.620)
O (-1.845, -0.840, -2.323)
O (-0.290, 0.654, -1.739)
O (3.509, -5.644, 3.996)
C (3.661, -4.427, 3.730)
O (2.763, -3.474, 3.920)
B (3.335, -2.155, 3.526)
O (4.763, -2.376, 3.231)
C (5.013, -3.694, 3.364)
O (6.133, -4.275, 3.215)
O (3.174, -1.226, 4.700)
C (2.670, -0.078, 4.282)
O (2.268, 0.890, 5.016)
C (2.294, -0.241, 2.728)
O (2.583, -1.477, 2.451)
O (1.634, 0.579, 2.069)
C (0.300, -5.119, -1.056)
C (0.649, -3.646, -1.127)
O (1.927, -3.437, -0.520)
C (2.506, -2.175, -0.601)
O (1.882, -1.215, -0.974)
C (4.039, -2.248, -0.450)
F (4.442, -3.405, -0.066)
F (4.465, -1.860, -1.661)
F (4.498, -1.395, 0.452)
H (0.888, -5.731, -1.740)
H (-0.720, -5.340, -1.368)
H (0.371, -5.527, -0.048)
H (-0.128, -3.107, -0.585)
H (0.596, -3.346, -2.173)
C (2.627, 2.728, -3.593)
C (2.063, 4.164, -3.598)
O (0.608, 4.294, -3.746)
C (-0.218, 3.895, -2.730)
O (0.154, 3.468, -1.652)
C (-1.695, 3.967, -3.094)
F (-2.119, 2.810, -3.587)
F (-2.395, 4.383, -2.057)
F (-1.894, 4.900, -4.049)
H (2.274, 2.323, -4.541)
H (2.290, 2.087, -2.778)
H (3.711, 2.811, -3.525)
H (2.555, 4.691, -4.416)
H (2.391, 4.650, -2.679)
C (3.656, 4.126, 3.579)
C (2.210, 3.895, 3.535)
O (1.466, 4.833, 2.759)
C (0.577, 4.470, 1.766)
O (0.517, 3.376, 1.204)
C (-0.404, 5.653, 1.471)
F (-0.697, 6.493, 2.464)
F (0.070, 6.418, 0.432)
F (-1.592, 5.147, 1.176)
H (4.135, 3.507, 4.337)
H (3.815, 5.150, 3.915)
H (4.248, 3.878, 2.698)
H (1.768, 3.836, 4.529)
H (2.027, 2.879, 3.183)

***

[8]
# C27H60N4O2P2

2 unconnected molecules or ions with the total composition C27H60N4O2P2 (ωB97M-V/def2-TZVPD, the Open Molecules 2025 dataset).

Output
E_tot	-2116.47227	hartree
Kohn-Sham gap	4.8056	eV

Positions of all 95 atoms, in Å:
C (1.922, 1.495, -0.409)
C (1.536, 0.277, -0.643)
C (1.451, -1.263, -1.152)
P (1.016, -1.256, -3.031)
N (-0.774, -1.265, -2.723)
C (0.568, -1.008, -4.909)
C (-0.194, 0.412, -5.174)
C (-1.494, 0.138, -6.135)
C (-2.800, -0.321, -5.318)
C (-3.535, 0.846, -4.487)
O (-2.837, 2.125, -4.472)
C (-2.558, 2.403, -3.053)
C (1.124, -3.140, -3.238)
C (1.015, -4.079, -1.952)
C (-0.452, -4.186, -1.275)
C (-1.382, -5.113, -2.215)
N (-2.509, -4.385, -2.891)
C (-2.603, -4.725, -4.356)
C (-3.821, -4.817, -2.306)
C (-4.426, -3.889, -1.151)
O (-4.346, -5.875, -2.755)
P (3.145, -0.917, -3.641)
N (4.128, -0.526, -2.424)
H (1.977, 2.628, -0.229)
H (2.417, -1.852, -0.895)
H (0.635, -1.731, -0.477)
H (0.937, 0.189, -2.917)
H (-1.200, -2.157, -3.007)
H (-0.990, -1.003, -1.752)
H (-0.155, -1.811, -5.303)
H (1.513, -1.085, -5.589)
H (0.503, 1.091, -5.776)
H (-0.623, 0.878, -4.224)
H (-1.270, -0.693, -6.908)
H (-1.793, 1.082, -6.733)
H (-3.577, -0.741, -6.073)
H (-2.603, -1.190, -4.580)
H (-3.742, 0.557, -3.385)
H (-4.566, 1.037, -4.984)
H (-1.977, 1.527, -2.553)
H (-1.837, 3.311, -2.975)
H (-3.561, 2.604, -2.537)
H (2.107, -3.436, -3.786)
H (0.282, -3.483, -3.965)
H (1.873, -3.972, -1.176)
H (1.193, -5.160, -2.364)
H (-0.297, -4.789, -0.291)
H (-0.918, -3.193, -0.968)
H (-0.795, -5.657, -3.053)
H (-1.873, -5.927, -1.545)
H (-1.817, -4.162, -4.996)
H (-3.627, -4.465, -4.815)
H (-2.415, -5.848, -4.543)
H (-5.567, -3.883, -1.216)
H (-4.018, -4.233, -0.128)
H (-4.057, -2.805, -1.297)
H (3.695, -2.036, -4.362)
H (3.147, 0.203, -4.558)
H (4.503, 0.426, -2.639)
C (-1.464, 4.055, 6.458)
C (-1.423, 2.630, 5.926)
C (-0.144, 1.854, 6.255)
C (1.216, 2.527, 6.072)
N (1.789, 2.760, 4.672)
C (2.388, 1.492, 4.057)
C (1.233, 0.798, 3.372)
C (0.317, 1.913, 2.902)
C (0.766, 3.183, 3.613)
C (2.858, 3.873, 4.756)
C (4.127, 3.543, 5.545)
C (4.022, 3.567, 7.066)
H (-0.631, 4.660, 6.094)
H (-2.385, 4.544, 6.134)
H (-1.443, 4.064, 7.552)
H (-1.606, 2.638, 4.850)
H (-2.269, 2.079, 6.351)
H (-0.173, 0.879, 5.765)
H (-0.206, 1.619, 7.326)
H (1.942, 1.887, 6.574)
H (1.217, 3.491, 6.585)
H (3.132, 1.804, 3.317)
H (2.866, 0.890, 4.832)
H (0.711, 0.132, 4.061)
H (1.572, 0.172, 2.541)
H (-0.728, 1.671, 3.104)
H (0.396, 2.048, 1.819)
H (-0.019, 3.783, 4.067)
H (1.278, 3.821, 2.886)
H (2.358, 4.765, 5.148)
H (3.158, 4.087, 3.725)
H (4.860, 4.312, 5.274)
H (4.561, 2.593, 5.219)
H (3.399, 4.395, 7.415)
H (5.015, 3.689, 7.504)
H (3.629, 2.634, 7.467)

***

[9]
# C5H8AuFO4

A molecular structure, C5H8AuFO4 (ωB97M-V/def2-TZVPD, the Open Molecules 2025 dataset).

Output
charge	+2
⟨S²⟩	2.02
E_tot	-730.74665	hartree
spin multiplicity	3
Kohn-Sham gap (spin up / spin down)	7.8906 / 3.2518	eV

Positions of all 19 atoms, in Å:
C (0.311, -1.567, 1.172)
O (0.401, -1.021, -0.158)
C (-0.939, -2.380, 1.416)
H (1.202, -2.201, 1.251)
H (0.435, -0.763, 1.909)
H (-0.884, -2.803, 2.427)
H (-1.854, -1.777, 1.353)
H (-1.007, -3.208, 0.698)
C (-0.555, -0.391, -0.993)
O (0.732, 2.037, -1.461)
C (0.676, 1.903, -0.221)
C (-0.689, 1.627, 0.323)
O (-1.292, 0.553, -0.373)
O (-0.561, -0.506, -2.195)
F (2.584, 2.409, -4.244)
H (1.604, 1.957, 0.368)
H (-0.617, 1.478, 1.411)
H (-1.308, 2.521, 0.152)
Au (1.761, 2.131, -2.834)

***

[10]
# C4H11PS2

A single C4H11PS2 molecule (ωB97M-V/def2-TZVPD, the Open Molecules 2025 dataset).

Output
SMILES string	C=S(C)#S#P(C)C
energy above the lowest of the compared OMol25 structures with the same formula, charge and spin	2.934	eV
E_tot	-1296.63227	hartree
Kohn-Sham gap (spin up / spin down)	7.2005 / 7.2036	eV

Positions of all 18 atoms, in Å:
C (-1.716, 1.057, -1.515)
S (-2.069, 1.021, 0.081)
C (-1.505, 2.685, 0.432)
S (-0.452, -0.215, 1.671)
P (0.508, -0.958, 0.027)
C (0.597, -2.814, 0.153)
C (2.306, -0.579, 0.305)
H (-0.846, 1.684, -1.864)
H (-2.003, 0.109, -2.162)
H (-1.312, 3.314, -0.532)
H (-0.599, 2.580, 0.950)
H (-2.123, 3.171, 1.137)
H (-0.424, -3.244, -0.032)
H (1.182, -3.227, -0.738)
H (1.008, -3.140, 1.058)
H (2.366, 0.485, 0.200)
H (2.333, -0.801, 1.356)
H (2.749, -1.126, -0.526)